[1]
15
Properties=species:S:1:pos:R:3:forces:R:3:lowdin_charge:R:1 method="wB97M-V/def2-TZVPD" total_energy_ev=-26857.72525 charge=+1 molar_mass_g_mol=125.24 e_above_lowest_kj_mol=677.67 lumo_ev=-9.026 homo_lumo_gap_ev=2.9
C -2.4156 -1.5847 0.8557 0.65 -1.22 0.37 -0.1944
C -2.9509 -0.5245 0.1180 -0.26 0.74 -0.70 0.0705
N -2.0252 0.2391 -0.6525 -0.17 -1.00 0.13 0.0615
N -3.1247 -2.3160 1.6487 -0.20 0.66 -0.23 0.2225
H -1.3530 -1.8064 0.7135 0.06 0.28 0.00 0.1369
H -3.9831 -0.2047 0.0918 -0.03 0.16 0.55 0.1539
H -2.0409 1.2812 -0.5811 -0.31 0.03 -0.14 0.1608
H -1.0332 0.0134 -0.3521 0.67 0.50 -0.22 0.0006
H -2.0036 0.0222 -1.6541 -0.06 0.03 -0.05 0.1704
H 0.7558 2.2729 -0.4148 0.03 -0.06 -0.02 -0.2390
H -2.5260 -2.9978 2.1199 -0.16 -0.14 -0.03 0.0974
S 4.0551 0.5483 0.3198 -0.06 0.03 -0.07 0.4753
S 0.5749 1.1722 -1.1660 -0.30 0.05 0.31 0.4070
H 3.1633 1.0295 1.2018 0.04 -0.03 -0.14 -0.2287
H 3.2235 0.7037 -0.7301 0.12 -0.03 0.25 -0.2948

[2]
19
Properties=species:S:1:pos:R:3:forces:R:3:lowdin_charge:R:1 method="wB97M-V/def2-TZVPD" total_energy_ev=-13911.16747 smiles="C=c1cccc/c1=C/N=N/C#N" molar_mass_g_mol=157.18 e_above_lowest_kj_mol=540.18 lumo_ev="-1.431 / -1.378" homo_lumo_gap_ev="7.4 / 6.5"
C 1.4762 1.1714 1.1182 0.84 1.75 0.58 0.1082
C 0.5238 0.6126 0.2759 0.16 1.01 0.12 -0.2544
C -0.4674 1.3780 -0.4286 -0.98 -0.54 1.06 -0.0066
C -1.5543 0.6642 -0.9051 -0.14 2.32 -1.52 -0.1133
C -1.6306 -0.6943 -0.9639 -1.00 -1.79 0.87 -0.0780
C -0.6564 -1.4712 -0.3240 -1.18 1.98 -1.26 -0.0160
C 0.4515 -0.7993 0.1840 -0.53 -0.57 -0.33 -0.1713
C 1.5459 -1.7038 0.2541 0.82 1.89 0.52 -0.0919
N 2.7877 -1.5015 0.0562 1.26 -0.64 -0.94 0.0877
N 3.4802 -0.4520 0.1772 -2.21 0.00 2.32 0.0503
C 4.3020 0.3595 -0.2966 -0.12 -1.42 -0.64 -0.3740
N 5.1507 1.0889 -0.5553 1.77 1.91 -0.80 0.1405
H 1.6074 2.2860 1.2530 -0.42 -1.34 -0.51 0.0968
H 2.1521 0.6238 1.7819 -0.61 -0.17 -0.43 0.0742
H -0.5876 2.4698 -0.3789 0.67 -0.56 0.01 0.1215
H -2.3840 1.1927 -1.4090 0.59 0.00 0.47 0.1160
H -2.5709 -1.0768 -1.4067 0.92 -0.28 0.35 0.1184
H -0.7276 -2.5279 -0.3736 0.19 -0.80 0.09 0.1056
H 1.2036 -2.6634 0.1899 -0.04 -2.75 0.03 0.0862

[3]
80
Properties=species:S:1:pos:R:3:forces:R:3:lowdin_charge:R:1 method="wB97M-V/def2-TZVPD" total_energy_ev=-157440.24105 charge=+1 molar_mass_g_mol=950.65 e_above_lowest_kj_mol=45.96 lumo_ev=-4.056 homo_lumo_gap_ev=6.5
Y -0.0659 -0.4344 0.0889 -0.21 1.01 0.34 1.4960
N 2.4057 0.7168 3.9114 -0.03 0.06 0.10 0.1402
C 1.6963 0.6971 5.1380 0.10 0.00 -0.02 -0.2355
C 2.3765 0.6806 6.3413 0.07 -0.01 0.03 -0.0109
C 1.6655 0.6599 7.5341 0.01 0.00 0.02 -0.0640
C 0.2811 0.6221 7.5187 -0.02 0.00 -0.03 -0.0680
C -0.3967 0.6083 6.3052 -0.03 -0.02 0.06 -0.0874
C 0.3137 0.6709 5.1194 -0.03 -0.05 -0.06 -0.4460
S -0.5382 0.7394 3.5761 0.06 0.07 0.08 0.9882
N 0.6406 0.1765 2.4624 -0.14 -0.15 -0.14 -0.2926
C 1.8933 0.2654 2.7390 0.09 0.04 -0.03 -0.3424
C 2.8828 -0.1275 1.6877 -0.12 0.06 0.10 -0.2085
C 4.1888 -0.4534 1.9874 0.16 -0.05 0.05 0.0077
C 5.0494 -0.8031 0.9532 0.02 0.01 0.09 -0.0147
C 4.5748 -0.8049 -0.3402 0.07 -0.01 -0.04 -0.0066
C 3.2428 -0.4883 -0.5535 -0.10 0.03 -0.01 -0.0727
N 2.4123 -0.1644 0.4378 -0.25 -0.14 -0.30 0.0413
H 3.4060 0.7835 3.9824 0.00 0.02 -0.01 0.1297
H 3.4612 0.6911 6.3505 -0.03 0.00 0.00 0.1199
H 2.2010 0.6637 8.4740 -0.01 0.00 -0.02 0.1130
H -0.2754 0.5968 8.4458 0.01 0.00 -0.02 0.1124
H -1.4795 0.5666 6.2810 0.04 -0.01 0.01 0.1113
H 4.5424 -0.4871 3.0085 0.01 0.00 -0.02 0.1188
H 6.0734 -1.0771 1.1684 0.00 0.00 0.01 0.1235
H 5.2065 -1.0660 -1.1777 -0.02 0.01 0.02 0.1242
H 2.8292 -0.5060 -1.5543 0.00 0.00 -0.01 0.0927
O 0.2090 -2.0029 -1.9898 0.06 0.24 0.24 -0.3380
S 0.4575 -0.9201 -2.9436 0.06 0.21 0.04 0.5953
O 1.7455 -0.8657 -3.5786 0.01 -0.04 -0.08 -0.2796
N 0.1462 0.3447 -2.0247 0.39 0.57 -0.61 -0.2550
C 0.4059 1.6667 -2.4229 -0.10 -0.19 0.08 -0.2550
C 0.6167 2.0999 -3.7083 0.02 -0.01 -0.08 -0.0034
C 0.8245 3.4666 -3.9939 -0.01 -0.08 -0.06 -0.0538
C 0.8183 4.4014 -3.0049 0.00 0.05 0.06 -0.0348
C 0.6144 3.9930 -1.6657 0.00 0.06 0.05 -0.1497
C 0.6008 4.9076 -0.5876 0.01 0.04 -0.08 0.0053
C 0.4060 4.4555 0.6821 0.00 0.03 0.07 -0.0352
C 0.2348 3.0749 0.8876 0.03 -0.06 0.02 -0.1281
N 0.2397 2.1864 -0.0794 0.03 -0.09 -0.18 0.0487
C 0.4180 2.6291 -1.3678 -0.04 -0.03 0.20 -0.1621
C -0.7661 -1.0228 -4.1950 -0.13 -0.04 -0.02 -0.2859
C -2.0997 -1.1432 -3.8122 0.09 -0.03 -0.07 -0.0571
C -3.0704 -1.2181 -4.7942 -0.02 0.00 -0.01 -0.0607
C -2.7047 -1.1768 -6.1366 0.00 0.00 -0.01 -0.0604
C -1.3711 -1.0716 -6.5022 -0.03 0.00 -0.03 -0.0551
C -0.3864 -0.9946 -5.5265 -0.05 0.03 -0.02 -0.0547
H 0.6333 1.3873 -4.5207 0.00 0.02 -0.01 0.0989
H 0.9872 3.7676 -5.0206 0.00 -0.03 0.00 0.1139
H 0.9714 5.4511 -3.2222 0.00 -0.02 0.01 0.1173
H 0.7473 5.9624 -0.7897 -0.01 -0.03 0.00 0.1255
H 0.3863 5.1287 1.5285 0.00 -0.03 -0.02 0.1119
H 0.0886 2.6984 1.8942 0.00 0.02 -0.02 0.0560
H -2.3605 -1.2113 -2.7626 0.00 0.00 -0.01 0.1000
H -4.1114 -1.3253 -4.5174 0.01 0.00 -0.01 0.1102
H -3.4670 -1.2394 -6.9022 0.00 0.00 0.01 0.1112
H -1.0934 -1.0556 -7.5480 -0.01 0.00 0.02 0.1133
H 0.6619 -0.9207 -5.7861 -0.03 -0.01 0.02 0.1174
Se -3.5614 -1.5408 2.6113 0.09 -0.19 0.44 1.2248
N -4.9562 -0.9343 1.7312 0.06 0.05 -0.17 -0.1943
C -4.4843 -0.1815 0.7528 -0.05 0.17 -0.14 -0.3723
C -5.2304 0.5067 -0.2516 0.00 -0.01 0.04 0.0342
C -4.5295 1.1908 -1.1922 0.00 0.04 -0.04 -0.0192
C -3.0980 1.1955 -1.1853 0.06 0.01 -0.04 -0.0837
N -2.3771 0.6014 -0.2770 0.00 -0.09 -0.05 0.0501
C -3.0587 -0.0559 0.7031 -0.17 -0.10 0.01 -0.4840
N -2.3724 -0.6882 1.6292 0.06 0.10 -0.20 -0.3024
H -6.3118 0.4666 -0.2525 0.02 -0.01 0.01 0.1302
H -5.0408 1.7254 -1.9805 0.03 0.00 0.00 0.1155
H -2.5518 1.6958 -1.9799 -0.04 -0.01 0.00 0.1243
F -2.3867 -2.7318 -0.2637 0.10 0.03 -0.02 0.0105
C -1.2599 -3.4099 0.1462 -0.08 0.03 0.01 -0.2679
C -0.1769 -2.6947 0.6069 0.03 -1.31 0.28 -0.1490
C 0.9181 -3.4858 0.8673 0.15 0.07 0.22 -0.2357
F 2.0792 -2.9111 1.3112 -0.07 0.06 -0.02 0.0445
C 0.9731 -4.8545 0.6968 0.01 -0.14 0.06 -0.1459
F 2.0853 -5.5501 0.9500 -0.04 0.03 0.01 0.1200
C -0.1633 -5.5106 0.2624 0.01 -0.18 -0.01 -0.1321
F -0.1613 -6.8334 0.1088 0.00 0.06 0.00 0.1339
C -1.3031 -4.7786 -0.0149 -0.13 -0.07 -0.07 -0.1471
F -2.4022 -5.4004 -0.4533 0.03 0.03 0.00 0.1194